The following is a DFT calculation (the ωB97M-V functional and the def2-TZVPD basis) of C35H42N5O3P2Rh as an isolated structure at a distorted geometry.

Summary:
* E_LUMO: -5.7 eV
* Kohn-Sham gap: 7.835 eV
* M: 745.61 g mol⁻¹
* HOMO level: -13.51 eV

```
! RIJCOSX wB97M-V def2-TZVPD def2/J DEFGRID3
* xyz 2 1
Rh -0.426 0.064 -0.314
C -3.512 2.986 0.781
C -2.388 2.018 0.663
N -2.120 1.264 -0.344
O -2.915 1.332 -1.440
C -1.427 1.778 1.758
C -1.579 2.376 3.108
N -0.488 0.980 1.405
O 0.394 0.558 2.387
H -4.179 2.906 -0.071
H -3.125 4.005 0.833
H -4.075 2.802 1.696
H -2.567 0.601 -1.998
H -1.634 3.462 3.029
H -0.744 2.102 3.750
H -2.505 2.035 3.571
C 3.764 -1.693 0.661
N 2.366 -1.212 0.627
P 1.388 -1.284 -0.721
C 2.419 -0.837 -2.121
C 3.360 -1.725 -2.664
C 4.254 -1.287 -3.625
C 4.238 0.039 -4.041
C 3.343 0.935 -3.481
C 2.445 0.500 -2.518
C 0.925 -3.021 -0.919
C 0.460 -3.711 0.203
C 0.104 -5.046 0.105
C 0.198 -5.702 -1.113
C 0.627 -5.020 -2.239
C 0.984 -3.683 -2.148
P 1.798 -0.010 1.645
C 2.369 -0.596 3.263
C 2.456 -1.965 3.520
C 2.772 -2.427 4.791
C 3.000 -1.528 5.815
C 2.892 -0.166 5.584
C 2.565 0.304 4.324
C 2.681 1.513 1.185
C 2.167 2.516 0.344
C 2.935 3.614 -0.014
C 4.235 3.727 0.457
C 4.756 2.748 1.285
C 3.992 1.654 1.656
H 3.783 -2.759 0.429
H 4.200 -1.550 1.642
H 4.357 -1.142 -0.071
H 3.409 -2.750 -2.330
H 4.974 -1.977 -4.041
H 4.942 0.376 -4.789
H 3.351 1.973 -3.785
H 1.766 1.211 -2.050
H 0.368 -3.203 1.154
H -0.250 -5.576 0.978
H -0.077 -6.745 -1.186
H 0.686 -5.529 -3.192
H 1.291 -3.158 -3.035
H 2.269 -2.682 2.735
H 2.839 -3.490 4.978
H 3.255 -1.892 6.801
H 3.061 0.535 6.389
H 2.474 1.371 4.162
H 1.134 2.462 -0.010
H 2.518 4.384 -0.646
H 4.836 4.583 0.186
H 5.769 2.836 1.654
H 4.431 0.905 2.300
C -0.608 0.856 -4.205
N -0.838 -0.573 -4.283
C -0.823 -1.137 -5.638
C -1.803 -2.281 -5.764
C -1.601 -3.248 -4.613
N -1.722 -2.523 -3.350
C -2.398 -3.147 -2.217
C -1.287 -1.252 -3.221
O -1.335 -0.728 -2.054
H -1.443 1.398 -4.657
H 0.302 1.098 -4.749
H -0.501 1.170 -3.167
H 0.194 -1.462 -5.877
H -1.081 -0.332 -6.325
H -1.651 -2.793 -6.714
H -2.826 -1.899 -5.748
H -0.618 -3.720 -4.674
H -2.346 -4.041 -4.623
H -2.861 -4.060 -2.580
H -3.173 -2.487 -1.832
H -1.714 -3.395 -1.403
*
```